(1)
The following is a DFT calculation (the ωB97M-V functional and the def2-TZVPD basis) of a structure of composition C26H72O35P7V at a distorted geometry.

## Properties
* DFT total energy: -190521.935 eV
* relative energy (zero: lowest compared OMol25 entry of this formula, charge and spin): 0.0 kJ/mol
* gap between HOMO and LUMO: 0.363 hartree

Geometry as ORCA input:
```
! RIJCOSX wB97M-V def2-TZVPD def2/J DEFGRID3
* xyz 0 1
O -2.618 4.401 -1.684
V -2.437 2.843 -1.863
O -3.428 2.435 -3.104
O 0.715 0.709 -0.582
C -0.432 1.335 -0.868
O -0.606 2.517 -0.460
O -1.292 0.839 -1.640
H 1.216 1.368 -0.066
C -0.761 -1.245 7.156
O -0.562 -1.498 5.755
P 0.901 -1.307 5.130
O 1.682 -0.213 5.726
O 1.602 -2.748 5.144
C 0.859 -3.863 4.644
O 0.596 -1.038 3.586
C 0.061 0.232 3.166
H -0.799 -2.234 7.622
H -1.681 -0.687 7.290
H 0.059 -0.725 7.651
H 1.555 -4.483 4.079
H 0.028 -3.607 3.985
H 0.474 -4.467 5.468
H 0.788 0.744 2.537
H -0.146 0.840 4.047
H -0.860 0.017 2.627
C 1.057 -1.743 -2.856
O 1.875 -2.689 -3.548
P 3.209 -3.098 -2.741
O 3.021 -3.313 -1.307
O 4.254 -1.938 -3.134
C 4.440 -0.764 -2.375
O 3.755 -4.290 -3.632
C 4.101 -4.144 -4.996
H 1.033 -1.913 -1.780
H 0.073 -1.734 -3.314
H 1.450 -0.722 -2.929
H 5.374 -0.733 -1.810
H 3.624 -0.540 -1.683
H 4.533 0.108 -3.028
H 4.911 -4.811 -5.286
H 4.515 -3.165 -5.263
H 3.188 -4.257 -5.581
C -4.539 -4.408 0.611
O -3.909 -3.602 1.612
P -2.348 -3.694 1.942
O -1.739 -5.025 2.002
O -2.283 -2.826 3.266
C -2.742 -3.419 4.490
O -1.710 -2.726 0.849
C -0.309 -2.571 0.685
H -5.047 -3.719 -0.064
H -5.319 -5.022 1.059
H -3.830 -4.979 0.015
H -2.083 -3.040 5.269
H -2.625 -4.505 4.468
H -3.785 -3.172 4.677
H 0.049 -3.130 -0.178
H 0.213 -2.891 1.592
H 0.017 -1.536 0.553
C -1.941 3.352 2.150
O -2.970 2.362 2.326
P -4.091 2.182 1.232
O -3.691 2.393 -0.172
O -4.644 0.758 1.612
C -3.767 -0.374 1.441
O -5.183 3.250 1.714
C -6.505 3.165 1.185
H -1.988 3.855 1.188
H -0.977 2.853 2.261
H -1.967 4.061 2.979
H -4.406 -1.218 1.202
H -3.281 -0.644 2.379
H -3.002 -0.198 0.686
H -6.754 3.930 0.455
H -7.229 3.178 2.002
H -6.682 2.175 0.749
C 6.549 -0.319 1.532
O 5.421 0.241 0.891
P 4.114 0.659 1.678
O 3.086 1.273 0.826
O 3.709 -0.694 2.445
C 3.216 -1.815 1.678
O 4.650 1.561 2.857
C 3.807 1.836 3.995
H 7.440 0.269 1.306
H 6.737 -1.331 1.165
H 6.447 -0.362 2.617
H 3.324 -1.682 0.601
H 2.149 -1.801 1.901
H 3.665 -2.747 2.006
H 4.409 1.720 4.895
H 3.029 1.077 4.076
H 3.415 2.848 3.930
C -4.458 -4.208 -5.731
O -4.007 -4.067 -4.392
P -4.813 -3.146 -3.351
O -6.133 -3.577 -2.884
O -3.788 -2.919 -2.148
C -2.399 -2.678 -2.411
O -4.867 -1.766 -4.133
C -5.879 -0.803 -3.896
H -5.498 -3.908 -5.860
H -4.424 -5.274 -5.971
H -3.777 -3.721 -6.427
H -1.842 -3.330 -1.737
H -2.157 -1.646 -2.155
H -2.106 -2.969 -3.418
H -6.266 -0.814 -2.878
H -6.701 -0.897 -4.606
H -5.450 0.189 -4.054
C -0.074 4.660 -6.148
O 0.748 3.898 -5.260
P 0.116 2.698 -4.446
O -0.945 3.116 -3.520
O -0.379 1.662 -5.556
C -0.825 0.376 -5.140
O 1.391 2.056 -3.779
C 2.102 2.729 -2.731
H 0.447 4.846 -7.086
H -0.245 5.649 -5.722
H -1.032 4.181 -6.339
H -1.361 0.393 -4.184
H 0.078 -0.220 -4.992
H -1.528 -0.030 -5.864
H 2.699 1.967 -2.229
H 1.397 3.209 -2.053
H 2.826 3.436 -3.140
O 2.499 6.837 1.349
C 2.680 5.687 1.676
O 3.878 5.170 1.912
C 5.057 5.950 1.799
C 6.199 5.192 2.449
C 1.585 4.669 1.836
H 4.943 6.911 2.306
H 5.254 6.153 0.744
H 7.087 5.821 2.340
H 6.437 4.274 1.907
H 6.062 4.932 3.496
H 1.793 3.867 1.130
H 0.611 5.123 1.693
H 1.636 4.353 2.882
*
```

=====

(2)
The following is a DFT calculation (the ωB97M-V functional and the def2-TZVPD basis) of a structure of composition C6H10IN2 at a distorted geometry.

## Properties
* DFT total energy: -17457.772 eV
* relative energy (zero: lowest compared OMol25 entry of this formula, charge and spin): 0.0 kJ/mol
* gap between HOMO and LUMO: 0.287 hartree

Geometry as ORCA input:
```
! RIJCOSX wB97M-V def2-TZVPD def2/J DEFGRID3
* xyz 1 1
C -1.806 -1.465 -1.147
C -1.465 -0.147 -1.533
C -0.872 -2.100 -0.279
C -0.322 0.483 -1.055
C 0.368 -1.539 0.181
C 0.584 -0.171 -0.223
N 0.414 2.921 1.179
N 1.263 -2.132 1.031
I 2.455 0.658 0.275
H -2.551 -1.841 -1.756
H -2.009 0.299 -2.308
H 1.027 3.695 0.904
H -0.142 1.492 -1.279
H -1.067 -3.124 -0.057
H -0.286 2.816 0.436
H 0.975 2.013 1.311
H 0.058 3.260 2.102
H 1.129 -3.169 1.299
H 2.247 -1.949 0.919
*
```

=====

(3)
The following is a DFT calculation (the ωB97M-V functional and the def2-TZVPD basis) of a structure of composition C9H14IrNSe5Te2.

## Properties
* DFT total energy: -355208.932 eV
* relative energy (zero: lowest compared OMol25 entry of this formula, charge and spin): 68.9 kJ/mol
* gap between HOMO and LUMO: 0.211 hartree

Geometry as ORCA input:
```
! RIJCOSX wB97M-V def2-TZVPD def2/J DEFGRID3
* xyz 0 1
Ir -0.093 -1.100 -0.885
Se 2.131 -1.195 0.067
Te 2.354 -3.617 0.708
Te 1.980 -4.397 -1.822
Se -0.292 -3.309 -2.055
C -1.757 1.852 -0.876
Se -0.147 1.201 -0.002
C 1.190 1.998 -1.196
C 0.944 1.731 -2.668
Se 0.653 -0.175 -3.090
C 2.500 -0.672 -3.411
H -1.727 2.937 -0.942
H -2.581 1.539 -0.239
H -1.871 1.400 -1.859
H 2.127 1.543 -0.870
H 1.232 3.065 -0.975
H 1.800 2.049 -3.263
H 0.069 2.266 -3.033
H 2.875 -0.091 -4.249
H 2.482 -1.733 -3.653
H 3.084 -0.526 -2.507
Se -1.566 -1.989 0.748
C -1.520 -0.970 2.364
C -0.441 -0.196 2.766
C -0.521 0.475 3.979
N -1.570 0.423 4.795
C -2.589 -0.345 4.410
C -2.614 -1.056 3.222
H 0.463 -0.140 2.169
H 0.311 1.089 4.308
H -3.434 -0.394 5.089
H -3.474 -1.664 2.971
*
```

=====

(4)
The following is a DFT calculation (the ωB97M-V functional and the def2-TZVPD basis) of a cluster of 6 separate species, C18H37Br3O13S3 in total at a distorted geometry.

## Properties
* DFT total energy: -288510.057 eV
* relative energy (zero: lowest compared OMol25 entry of this formula, charge and spin): 544.2 kJ/mol
* gap between HOMO and LUMO: 0.333 hartree

Geometry as ORCA input:
```
! RIJCOSX wB97M-V def2-TZVPD def2/J DEFGRID3
* xyz 0 1
O 1.996 -10.045 2.896
C 1.847 -9.451 1.819
O 2.125 -8.157 1.808
C 2.109 -7.619 0.492
C 1.482 -8.702 -0.385
C 1.572 -9.951 0.480
H 3.171 -7.417 0.358
H 1.781 -6.599 0.290
H 2.016 -8.796 -1.331
H 0.478 -8.322 -0.576
H 2.455 -10.564 0.304
H 0.687 -10.572 0.617
O -0.795 2.914 -5.578
C -0.428 3.861 -4.794
O -1.113 5.062 -4.765
C -0.432 6.056 -4.121
C 0.648 5.348 -3.365
C 0.668 3.922 -3.793
H -1.170 6.611 -3.542
H -0.106 6.786 -4.863
H 0.533 5.291 -2.282
H 1.579 5.859 -3.612
H 0.594 3.187 -2.991
H 1.621 3.860 -4.318
O -7.225 0.419 -3.900
S -6.348 1.547 -3.575
O -6.667 2.792 -2.856
O -4.962 0.971 -2.798
C -5.112 0.128 -1.679
C -6.469 0.238 -0.916
C -5.457 1.956 -5.206
H -4.372 0.641 -1.065
H -4.718 -0.831 -2.016
H -6.323 -0.204 0.069
H -7.147 -0.329 -1.554
H -7.001 1.160 -0.679
H -4.456 2.130 -4.809
H -5.870 2.804 -5.752
H -5.585 1.103 -5.872
O 6.271 1.041 0.978
S 7.429 0.331 1.456
O 8.132 0.775 2.647
O 7.247 -1.337 1.506
C 8.276 -2.179 2.002
C 8.132 -2.546 3.506
C 8.586 0.335 -0.063
H 9.253 -1.757 1.768
H 8.319 -3.123 1.460
H 7.844 -1.658 4.067
H 9.077 -3.029 3.755
H 7.351 -3.307 3.524
H 8.183 -0.246 -0.892
H 9.669 0.232 0.011
H 8.428 1.365 -0.382
O -4.426 2.284 5.824
S -3.774 2.595 4.497
O -4.099 1.866 3.280
O -4.071 4.194 4.318
C -4.869 4.712 3.320
C -6.365 4.185 3.329
C -1.974 2.647 4.712
H -4.248 4.532 2.442
H -4.841 5.785 3.508
H -6.485 3.145 3.026
H -7.083 4.732 2.717
H -6.887 4.348 4.272
H -1.639 3.138 3.799
H -1.745 1.584 4.631
H -1.803 3.015 5.724
C 1.410 -0.919 -0.221
Br 2.139 -2.310 0.966
Br -0.041 0.235 0.793
Br 0.770 -1.538 -2.047
H 2.228 -0.215 -0.369
*
```

=====

(5)
The following is a DFT calculation (the ωB97M-V functional and the def2-TZVPD basis) of an isolated molecule of C6H11NO3 at a distorted geometry.

## Properties
* DFT total energy: -14030.056 eV
* relative energy (zero: lowest compared OMol25 entry of this formula, charge and spin): 407.4 kJ/mol
* gap between HOMO and LUMO: 0.351 hartree

Geometry as ORCA input:
```
! RIJCOSX wB97M-V def2-TZVPD def2/J DEFGRID3
* xyz 0 1
C -1.334 0.776 0.756
C 1.267 0.057 -2.025
C 1.675 -0.603 0.300
C -1.201 -0.021 2.041
N 0.703 -0.425 -0.772
C -0.948 0.136 -0.596
C -0.677 -1.403 -0.669
O -0.556 1.963 0.875
O -1.471 0.611 -1.617
O -0.804 -2.555 -0.793
H -0.738 2.507 0.098
H -2.391 1.032 0.611
H 2.023 0.363 0.682
H 1.824 0.984 -1.862
H 0.460 0.263 -2.724
H 1.943 -0.692 -2.441
H 1.241 -1.186 1.110
H 2.525 -1.176 -0.084
H -1.795 0.457 2.822
H -1.581 -1.039 1.914
H -0.165 -0.048 2.375
*
```

=====

(6)
The following is a DFT calculation (the ωB97M-V functional and the def2-TZVPD basis) of an isolated molecule of C6H12N2O at a distorted geometry.

## Properties
* DFT total energy: -11438.936 eV
* relative energy (zero: lowest compared OMol25 entry of this formula, charge and spin): 553.3 kJ/mol
* gap between HOMO and LUMO: 0.331 hartree

Geometry as ORCA input:
```
! RIJCOSX wB97M-V def2-TZVPD def2/J DEFGRID3
* xyz 0 1
C 1.415 1.747 -0.003
C 0.211 0.657 -0.046
C 0.622 -0.602 -0.710
C -0.253 -1.797 -0.031
C -0.573 0.244 1.157
C -1.371 0.861 -0.001
H 2.435 1.201 -0.014
H 1.487 2.580 1.024
H 1.283 2.305 -1.122
H 0.689 -0.561 -1.763
H 2.250 -0.677 0.448
H -1.266 -1.999 -0.646
H 0.076 -2.790 0.200
H 0.513 -1.302 1.882
H -0.712 1.034 2.073
H -1.784 1.902 0.301
H -1.738 -0.250 -1.883
H -2.684 -0.573 -0.661
N -0.459 -1.112 1.335
N -2.206 0.144 -0.993
O 2.064 -1.013 -0.549
*
```